[1]
The following is a DFT calculation (ωB97M-V with the def2-TZVPD basis set) of a cluster of 12 separate species, C24H72O24 in total in a non-equilibrium geometry.

The geometry in ORCA input format:
```
! wB97M-V def2-TZVPD RIJCOSX def2/J DEFGRID3
* xyz 0 1
C -0.406 1.950 -4.203
C 0.446 0.708 -4.136
O 1.385 0.686 -5.198
O 0.436 3.163 -4.310
H -1.043 2.056 -3.328
H -0.992 1.948 -5.128
H -0.164 -0.195 -4.155
H 0.979 0.641 -3.179
H 2.168 1.166 -4.921
H 0.557 3.253 -5.259
C 2.937 -2.632 -1.017
C 3.375 -3.758 -1.940
O 2.355 -4.720 -2.186
O 2.522 -3.118 0.227
H 2.139 -2.048 -1.493
H 3.817 -1.993 -0.895
H 4.274 -4.272 -1.589
H 3.663 -3.313 -2.901
H 2.428 -5.383 -1.494
H 1.574 -3.420 0.216
C 6.079 2.263 -0.394
C 5.164 1.548 -1.362
O 3.849 1.401 -0.849
O 6.604 1.405 0.625
H 5.590 3.114 0.075
H 6.989 2.631 -0.890
H 5.608 0.568 -1.566
H 5.181 2.086 -2.319
H 3.347 2.205 -1.087
H 7.259 0.821 0.237
C -0.532 -4.758 -0.074
C -2.017 -4.868 -0.318
O -2.773 -4.363 0.786
O -0.178 -3.385 0.093
H 0.018 -5.214 -0.898
H -0.256 -5.311 0.839
H -2.340 -5.907 -0.425
H -2.278 -4.260 -1.181
H -2.728 -4.970 1.530
H -0.792 -3.034 0.788
C -2.399 -0.596 -3.732
C -2.372 -1.834 -2.876
O -2.375 -3.022 -3.698
O -3.693 -0.472 -4.359
H -1.569 -0.556 -4.448
H -2.195 0.250 -3.053
H -3.177 -1.918 -2.139
H -1.435 -1.880 -2.300
H -1.665 -3.618 -3.467
H -3.711 0.447 -4.660
C -5.239 -0.188 0.921
C -4.123 -1.194 0.882
O -4.468 -2.312 0.100
O -5.373 0.482 -0.337
H -4.926 0.536 1.680
H -6.199 -0.584 1.262
H -3.919 -1.530 1.912
H -3.217 -0.684 0.526
H -3.742 -2.953 0.181
H -5.701 -0.180 -0.962
C 0.090 0.401 0.156
C 0.470 1.384 1.252
O -0.621 1.749 2.102
O -0.711 0.996 -0.889
H -0.434 -0.480 0.552
H 0.988 -0.027 -0.297
H 1.032 2.239 0.874
H 1.221 0.897 1.892
H -1.002 2.546 1.672
H -1.493 1.370 -0.438
C -0.594 -2.686 4.912
C -1.224 -3.252 3.640
O -1.094 -2.364 2.543
O -1.406 -1.740 5.565
H 0.409 -2.300 4.709
H -0.454 -3.532 5.595
H -2.286 -3.445 3.837
H -0.758 -4.213 3.415
H -1.373 -1.473 2.799
H -1.662 -1.030 4.928
C 4.191 -0.894 1.679
C 3.291 -1.882 2.387
O 3.308 -1.675 3.797
O 4.221 -1.165 0.295
H 5.223 -0.986 2.068
H 3.913 0.136 1.932
H 3.582 -2.924 2.199
H 2.300 -1.786 1.931
H 4.209 -1.868 4.075
H 4.330 -0.337 -0.195
C -1.790 3.865 -1.108
C -2.915 3.220 -0.381
O -3.155 1.905 -0.880
O -0.580 3.438 -0.538
H -1.883 4.951 -0.990
H -1.848 3.644 -2.179
H -3.841 3.815 -0.411
H -2.725 3.166 0.705
H -3.975 1.552 -0.466
H 0.194 3.958 -0.773
C 1.639 5.606 -1.864
C 2.580 4.418 -1.915
O 1.947 3.145 -1.885
O 1.102 5.821 -0.561
H 0.818 5.469 -2.583
H 2.238 6.468 -2.190
H 3.236 4.445 -1.044
H 3.183 4.498 -2.822
H 1.345 3.005 -2.638
H 0.758 6.708 -0.451
C -2.754 2.072 5.277
C -3.207 1.111 4.192
O -2.127 0.262 3.767
O -2.627 1.375 6.511
H -3.493 2.865 5.387
H -1.785 2.495 4.997
H -3.459 1.693 3.292
H -4.051 0.519 4.531
H -1.522 0.875 3.267
H -1.714 1.085 6.607
*
```

The electronic energy is -2763.13203 hartree. As for the SMILES: OCCO.OCCO.OCCO.OCCO.OCCO.OCCO.OCCO.OCCO.OCCO.OCCO.OCCO.OCCO. For the relative energy (zero: lowest compared OMol25 entry of this formula, charge and spin), the calculation gives 257.6 kJ/mol. The value obtained for the largest force on an atom is 3.22 eV Å⁻¹. The calculation puts the LUMO energy at 0.1 eV.

=====

[2]
The following is a DFT calculation (ωB97M-V with the def2-TZVPD basis set) of a cluster of 4 separate species, C2H13NO3S in total.

The geometry in ORCA input format:
```
! wB97M-V def2-TZVPD RIJCOSX def2/J DEFGRID3
* xyz 0 1
C 0.473 -0.637 0.808
C 1.109 -1.640 1.752
S 1.172 -1.002 3.463
N 0.183 -1.236 -0.505
H -0.479 -0.299 1.248
H 1.097 0.247 0.754
H 0.549 -2.560 1.835
H 2.128 -1.895 1.455
H 1.388 0.295 3.211
H -0.660 -0.799 -0.869
H 0.883 -0.944 -1.175
H -2.621 2.254 -4.477
H -1.744 2.609 -3.278
O -1.837 1.972 -3.993
H 0.991 -3.461 -1.063
H 0.000 -4.306 -0.287
O 0.756 -4.377 -0.877
H -1.329 4.938 1.350
H -1.222 5.817 0.124
O -0.837 5.026 0.524
*
```

The electronic energy is -762.63644 hartree. As for the SMILES: NCCS.O.O.O. For the relative energy (zero: lowest compared OMol25 entry of this formula, charge and spin), the calculation gives 43.6 kJ/mol. The value obtained for the largest force on an atom is 0.91 eV Å⁻¹. The calculation puts the LUMO energy at 0.4 eV.

=====

[3]
The following is a DFT calculation (ωB97M-V with the def2-TZVPD basis set) of a cluster of 5 separate species, C2H15N2O4 in total in a non-equilibrium geometry.

The geometry in ORCA input format:
```
! wB97M-V def2-TZVPD RIJCOSX def2/J DEFGRID3
* xyz 1 1
C -1.844 0.071 1.208
C -2.000 -0.245 -0.092
N -0.652 -0.246 -0.743
N -2.917 0.209 2.074
H -0.898 0.364 1.616
H -2.933 -0.303 -0.617
H -0.266 0.692 -0.687
H -0.135 -1.051 -0.387
H -0.601 -0.446 -1.747
H -3.719 -0.370 1.873
H -2.715 0.010 3.045
H 1.847 0.602 2.238
H 1.110 1.118 0.979
O 1.256 0.326 1.521
H 1.144 3.239 -1.195
H 2.149 2.044 -1.193
O 1.215 2.289 -1.058
H 1.891 -0.791 -1.838
H 1.378 -0.893 -3.319
O 1.151 -0.587 -2.432
H 2.736 -2.449 0.276
H 1.762 -1.437 0.812
O 1.968 -1.924 -0.015
*
```

The electronic energy is -495.42663 hartree. For the relative energy (zero: lowest compared OMol25 entry of this formula, charge and spin), the calculation gives 119.7 kJ/mol. The value obtained for the largest force on an atom is 2.44 eV Å⁻¹. The calculation puts the LUMO energy at -2.9 eV.

=====

[4]
The following is a DFT calculation (ωB97M-V with the def2-TZVPD basis set) of an isolated molecule of C6H10 in a non-equilibrium geometry.

The geometry in ORCA input format:
```
! wB97M-V def2-TZVPD RIJCOSX def2/J DEFGRID3
* xyz 0 1
C 0.086 0.967 -1.762
C -0.849 1.498 -2.529
C -0.098 -0.401 -1.112
C 0.539 -0.414 0.254
C -0.103 -0.756 1.370
C 0.471 -0.775 2.750
H 0.975 1.501 -1.449
H -0.736 2.445 -3.026
H -1.764 0.990 -2.832
H 0.390 -1.130 -1.763
H -1.161 -0.587 -0.959
H 1.523 0.027 0.417
H -1.087 -1.214 1.261
H 1.361 -0.149 2.850
H 0.641 -1.785 3.113
H -0.188 -0.216 3.419
*
```

The electronic energy is -234.55880 hartree. As for the SMILES: C=CC/C=C/C. For the relative energy (zero: lowest compared OMol25 entry of this formula, charge and spin), the calculation gives 114.8 kJ/mol. The value obtained for the largest force on an atom is 1.28 eV Å⁻¹. The calculation puts the LUMO energy at 1.3 eV.